# C20H42CaF6N7O10S2

C20H42CaF6N7O10S2 as an isolated structure (ωB97M-V with the def2-TZVPD basis set, the Open Molecules 2025 dataset).

Results
DFT total energy ... -3996.22746 hartree
Orbital gap ... 9.921 eV
Charge ... +1
E_HOMO ... -11.765 eV

Last column: Löwdin charge in e.
Cartesian coordinates (Å):
Ca  -0.066577  -0.350201  0.007312  1.43
C  -0.520539  -1.994149  -4.046744  -0.65
F  0.754039  -2.228527  -3.741047  0.13
F  -0.597815  -0.683109  -4.312280  0.12
F  -0.927797  -2.734587  -5.034024  0.20
S  -1.628387  -2.279505  -2.493494  0.70
O  -2.410130  -1.070726  -2.317646  -0.32
O  -2.355110  -3.517988  -2.682253  -0.28
N  -0.547218  -2.268026  -1.147728  -0.41
S  0.298953  -3.661577  -1.099935  0.59
O  0.298915  -4.480437  -2.283323  -0.26
O  1.596176  -3.445040  -0.525084  -0.29
C  -0.668234  -4.664565  0.193810  -0.67
F  -0.703047  -4.054785  1.374243  0.14
F  -1.893220  -4.857547  -0.258805  0.15
F  -0.069084  -5.838115  0.327002  0.16
C  0.077143  2.487311  -3.574538  0.04
C  0.990861  1.546981  -2.805645  -0.49
O  0.530662  0.657958  -2.106911  -0.07
N  2.324650  1.718259  -2.920690  0.04
C  3.036550  2.496251  -3.916382  -0.08
H  0.685635  3.034630  -4.304089  0.07
H  -0.498153  3.197408  -2.989781  0.07
H  -0.584386  2.004578  -4.297857  0.09
H  2.848057  1.138835  -2.280012  0.13
H  2.993156  2.065165  -4.914412  0.09
H  4.089805  2.562069  -3.639591  0.09
H  2.745755  3.546079  -3.939556  0.08
C  0.866260  1.914877  3.670799  0.03
C  0.959361  2.221049  2.188562  -0.51
O  0.580644  1.411017  1.356873  -0.07
N  1.603946  3.354490  1.874424  0.03
C  1.827560  3.850133  0.517091  -0.04
H  1.430165  1.024839  3.935451  0.09
H  -0.185700  1.861665  3.950434  0.09
H  1.247387  2.736356  4.283282  0.08
H  2.238666  3.739485  2.553063  0.14
H  0.924008  3.886627  -0.083022  0.08
H  2.568449  3.187431  0.062897  0.07
H  2.270137  4.843234  0.518258  0.09
C  4.274726  0.467667  0.862123  0.03
C  3.674567  -0.564577  -0.087084  -0.53
O  2.482538  -0.481960  -0.384768  -0.05
N  4.468255  -1.552084  -0.485292  0.04
C  4.230637  -2.414421  -1.650537  -0.04
H  5.278244  0.806301  0.614915  0.08
H  4.141894  0.215031  1.914555  0.09
H  3.614891  1.336289  0.779815  0.06
H  5.448548  -1.448390  -0.276440  0.14
H  5.141286  -2.395570  -2.247099  0.09
H  3.323897  -2.176717  -2.190850  0.08
H  4.122192  -3.433389  -1.277524  0.08
C  -2.426112  3.495633  -0.593352  0.02
C  -2.449307  2.055769  -1.092437  -0.52
O  -1.610754  1.284906  -0.620920  -0.12
N  -3.399628  1.608726  -1.907835  0.05
C  -4.749213  2.158720  -2.151964  -0.03
H  -2.465034  3.591456  0.486983  0.08
H  -3.161635  4.165416  -1.040498  0.07
H  -1.457048  3.863465  -0.940525  0.07
H  -3.267854  0.704283  -2.344788  0.10
H  -5.422551  1.369203  -1.828257  0.09
H  -4.838282  2.350153  -3.220877  0.09
H  -4.917446  3.102186  -1.643385  0.07
C  2.169708  -3.038961  2.722167  0.01
C  0.975936  -2.148603  2.850242  -0.52
O  0.747277  -1.325073  1.963681  -0.10
N  0.254838  -2.293642  3.981106  0.05
C  -0.818214  -1.371409  4.306590  -0.04
H  3.045790  -2.742804  3.298760  0.09
H  2.513732  -2.933462  1.689501  0.06
H  1.928171  -4.101134  2.791225  0.10
H  0.599360  -3.047188  4.548433  0.14
H  -1.752431  -1.933817  4.345827  0.08
H  -0.837098  -0.560243  3.588650  0.06
H  -0.642466  -0.939543  5.295131  0.09
C  -3.623993  -2.204771  1.777754  0.03
C  -3.171031  -0.774107  1.835925  -0.52
O  -2.018600  -0.472184  1.526624  -0.06
N  -4.024160  0.099679  2.381812  0.03
C  -3.928151  1.557153  2.401049  -0.03
H  -2.954515  -2.780637  2.422251  0.08
H  -3.440341  -2.621157  0.786428  0.09
H  -4.641357  -2.403870  2.106295  0.09
H  -4.981147  -0.200074  2.494185  0.14
H  -2.886383  1.760435  2.663213  0.08
H  -4.616461  2.067284  3.063556  0.09
H  -4.066820  1.942189  1.386986  0.07

Forces on the atoms, in the same order (eV/Å):
Ca 0.338 1.067 0.350
C 0.298 0.802 1.869
F -0.124 -0.257 -0.376
F -0.369 -0.401 -0.634
F -0.034 0.000 -0.369
S -0.631 -0.382 1.389
O 0.642 -0.537 -0.296
O 1.049 1.315 0.046
N -1.057 -2.070 -2.945
S 0.475 -1.004 0.362
O -0.690 0.580 0.379
O -0.283 0.499 0.620
C 0.749 0.274 -1.432
F -0.107 0.179 0.279
F -0.397 0.019 0.306
F 0.120 -0.165 0.233
C 0.927 0.219 -1.732
C -0.811 0.102 -0.348
O 0.048 -0.120 0.368
N 0.007 0.207 0.140
C 0.638 0.459 0.230
H -0.015 0.454 0.479
H 0.112 -0.169 0.351
H -0.260 -0.649 0.737
H -0.006 -0.198 -0.180
H -0.169 -0.015 -0.043
H -0.024 -0.359 0.076
H -0.397 -0.101 -0.074
C -0.071 0.999 0.231
C 0.946 -0.951 0.514
O -0.376 0.748 -0.212
N 0.084 1.211 -0.360
C 0.617 -0.778 -0.029
H -0.287 -0.261 -0.181
H 0.003 -0.500 -0.085
H 0.156 -0.002 -0.155
H -0.403 0.088 0.339
H -0.131 -0.256 0.126
H -0.227 0.049 -0.513
H -0.136 0.060 0.393
C -0.876 0.710 -0.178
C -0.750 0.422 1.018
O 0.184 0.025 -0.301
N 0.720 0.000 -0.947
C 0.302 -0.847 0.897
H 0.174 -0.345 0.191
H 0.430 -0.512 -0.066
H 0.104 0.017 -0.231
H -0.085 0.063 0.248
H -0.248 0.162 -0.341
H 0.023 0.369 -0.011
H -0.152 -0.037 -0.205
C 0.042 0.227 -1.071
C -0.249 -0.400 1.732
O 0.191 0.486 -0.371
N -0.951 0.678 -0.811
C 1.183 -0.195 -0.370
H 0.046 -0.325 0.055
H -0.102 -0.193 0.039
H 0.047 0.097 0.257
H 0.398 -0.182 0.523
H -0.461 0.347 -0.066
H -0.340 -0.098 0.004
H -0.026 -0.161 0.269
C 0.651 -0.428 -1.471
C 0.436 0.029 0.026
O -0.361 -0.073 0.574
N 0.662 0.605 -1.329
C 0.027 -0.594 1.002
H -0.360 -0.113 0.596
H -0.187 0.030 0.001
H 0.057 0.059 0.566
H -0.471 0.141 0.595
H -0.177 0.366 -0.137
H -0.081 -0.249 -0.271
H -0.039 -0.067 0.008
C 0.312 -0.504 0.005
C 0.756 -0.265 0.222
O -0.261 0.168 -0.265
N -2.044 0.707 0.402
C 1.736 -0.344 -0.945
H -0.016 0.109 0.076
H -0.199 0.191 -0.105
H -0.078 0.186 -0.142
H 0.207 -0.459 0.013
H -0.180 0.420 0.122
H -0.100 -0.463 0.288
H -0.100 0.085 0.053